# 1
Entry from the Open Molecules 2025 dataset: 7 unconnected molecules or ions with the total composition C28H59FO19P2S (ωB97M-V/def2-TZVPD).

ORCA input file:
```
! RIJCOSX wB97M-V def2-TZVPD def2/J DEFGRID3
* xyz 0 1
C -4.041 1.886 3.672
O -2.757 1.298 3.716
C -2.467 0.544 2.551
C -1.513 -0.567 2.949
O -2.239 -1.805 3.081
C -2.287 -2.553 1.927
S -3.768 -2.268 0.887
O -3.661 -1.138 0.044
O -4.018 -3.450 0.154
F -4.971 -1.991 1.804
P -1.832 1.772 1.274
P -0.421 0.846 -0.113
O 0.904 1.370 0.124
O -0.948 1.263 -1.560
O -0.438 -0.752 -0.139
H -4.152 2.529 4.529
H -4.797 1.110 3.757
H -4.200 2.461 2.767
H -3.401 0.107 2.225
H -0.653 -0.660 2.311
H -1.144 -0.329 3.929
H -1.409 -2.420 1.308
H -2.367 -3.596 2.199
H -2.987 1.950 0.479
H -1.918 1.155 -1.567
H 0.432 -1.067 0.173
C -1.355 -5.321 -0.574
C -0.050 -4.689 -1.000
O 0.948 -4.790 0.021
C 1.727 -5.881 0.196
C 1.385 -7.157 -0.533
O 2.634 -5.812 0.977
H -1.244 -6.391 -0.397
H -2.119 -5.169 -1.333
H -1.703 -4.881 0.358
H 0.313 -5.091 -1.947
H -0.191 -3.618 -1.151
H 0.779 -7.786 0.119
H 2.310 -7.676 -0.763
H 0.865 -7.014 -1.474
C 0.782 1.726 -5.145
C -0.332 0.763 -4.795
O -1.258 0.603 -5.884
C -1.065 -0.258 -6.894
C 0.281 -0.932 -7.053
O -1.949 -0.434 -7.688
H 1.383 1.354 -5.977
H 1.437 1.882 -4.289
H 0.376 2.685 -5.449
H 0.038 -0.208 -4.460
H -0.917 1.170 -3.979
H 0.880 -0.353 -7.753
H 0.115 -1.923 -7.468
H 0.833 -1.053 -6.125
C -3.433 -8.734 -2.276
C -2.548 -7.759 -3.025
O -1.161 -8.013 -2.774
C -0.438 -8.929 -3.449
C -1.146 -9.929 -4.335
O 0.748 -8.970 -3.285
H -3.269 -9.760 -2.604
H -4.483 -8.488 -2.429
H -3.214 -8.694 -1.209
H -2.757 -7.746 -4.095
H -2.730 -6.754 -2.657
H -1.319 -10.839 -3.763
H -0.494 -10.159 -5.172
H -2.090 -9.576 -4.742
C 3.791 2.107 5.971
C 2.635 1.143 6.124
O 1.764 1.161 4.985
C 1.986 0.440 3.878
C 3.313 -0.252 3.680
O 1.134 0.414 3.029
H 4.428 1.837 5.128
H 4.399 2.123 6.872
H 3.419 3.113 5.788
H 2.967 0.126 6.338
H 2.009 1.450 6.960
H 3.959 0.401 3.094
H 3.141 -1.168 3.121
H 3.818 -0.522 4.604
C -1.774 7.761 -5.497
C -0.348 7.752 -4.985
O 0.123 6.426 -4.736
C 0.650 5.638 -5.691
C 0.536 6.041 -7.144
O 1.146 4.594 -5.368
H -1.860 7.252 -6.456
H -2.127 8.785 -5.619
H -2.427 7.246 -4.794
H 0.334 8.285 -5.648
H -0.301 8.252 -4.019
H -0.343 5.561 -7.570
H 1.420 5.682 -7.664
H 0.474 7.114 -7.307
C 1.855 7.735 8.060
C 3.245 7.594 8.645
O 3.658 6.227 8.724
C 4.218 5.565 7.695
C 4.207 6.180 6.313
O 4.662 4.468 7.888
H 1.812 7.373 7.033
H 1.543 8.779 8.070
H 1.143 7.151 8.641
H 3.984 8.189 8.107
H 3.249 7.947 9.675
H 3.341 5.803 5.769
H 5.110 5.866 5.796
H 4.188 7.267 6.306
*
```

Values from the calculation:
SMILES string: CO[C@H](COCS(=O)(=O)F)PP(=O)(O)O.CCOC(C)=O.CCOC(C)=O.CCOC(C)=O.CCOC(C)=O.CCOC(C)=O.CCOC(C)=O
Orbital gap, eV: 9.7
E, Ha: -3712.63396

***

# 2
Entry from the Open Molecules 2025 dataset: 3 unconnected molecules or ions with the total composition C28H59N7O7P (ωB97M-V/def2-TZVPD).

ORCA input file:
```
! RIJCOSX wB97M-V def2-TZVPD def2/J DEFGRID3
* xyz 1 3
C 2.659 -0.458 0.546
C 1.917 -1.358 -0.605
O 2.700 -1.865 -1.592
N 0.442 -1.685 -0.675
C 0.158 -3.144 -0.376
N -0.320 -0.832 0.130
C -1.437 -0.211 -0.433
N -1.798 -0.409 -1.888
C -3.195 0.061 -2.222
C -3.540 1.596 -1.704
P -5.376 1.590 -1.180
O -5.743 0.394 -0.186
O -5.979 3.105 -0.569
O -6.302 1.265 -2.660
C -2.473 1.956 -0.515
C -2.751 3.363 0.276
C -1.340 4.257 0.198
O -1.314 4.807 -1.183
C -1.256 5.439 1.332
N 0.199 5.453 1.830
N -2.352 0.733 0.374
H 2.171 -0.556 1.615
H 2.603 0.692 0.235
H 3.809 -0.724 0.595
H -0.812 -3.436 -1.002
H 0.025 -3.317 0.782
H 1.055 -3.766 -0.839
H -0.105 -0.625 1.142
H -1.805 -1.449 -2.041
H -3.249 0.116 -3.413
H -4.042 -0.704 -1.912
H -3.365 2.360 -2.579
H -6.173 2.918 0.412
H -7.041 0.616 -2.469
H -1.411 2.075 -1.047
H -2.907 3.126 1.419
H -3.575 4.047 -0.196
H -0.427 3.499 0.285
H -0.603 4.338 -1.728
H -2.025 5.155 2.181
H -1.480 6.464 0.805
H 0.384 4.456 2.113
H 0.787 5.622 0.975
H -1.924 0.954 1.305
C 1.124 2.179 6.349
C -0.007 2.541 5.347
C -0.160 4.083 5.295
C -0.767 4.654 6.572
C -2.093 3.977 6.898
C -2.055 2.423 6.877
N -1.290 1.854 5.718
O -2.134 1.899 4.591
C -1.450 1.879 8.196
C -3.543 1.929 6.942
C 0.563 2.042 3.978
H 2.108 2.456 5.948
H 1.055 2.700 7.300
H 1.147 1.098 6.546
H -0.790 4.371 4.444
H 0.815 4.556 5.120
H -0.074 4.553 7.412
H -0.932 5.730 6.443
H -2.436 4.331 7.878
H -2.836 4.335 6.171
H -1.333 0.788 8.153
H -2.103 2.095 9.052
H -0.487 2.315 8.455
H -4.158 2.343 6.134
H -4.022 2.242 7.877
H -3.603 0.835 6.892
H 0.714 0.955 3.991
H 1.534 2.505 3.764
H -0.083 2.288 3.129
C 5.027 -5.264 -6.829
C 3.517 -5.598 -6.681
C 2.690 -4.557 -7.478
C 2.704 -3.177 -6.828
C 2.248 -3.251 -5.376
C 2.960 -4.338 -4.523
N 3.121 -5.652 -5.233
O 1.888 -6.327 -5.158
C 4.354 -3.840 -4.064
C 2.166 -4.455 -3.175
C 3.394 -6.989 -7.385
H 5.380 -5.478 -7.847
H 5.266 -4.215 -6.668
H 5.636 -5.868 -6.142
H 1.650 -4.893 -7.571
H 3.072 -4.474 -8.504
H 3.699 -2.727 -6.891
H 2.034 -2.510 -7.384
H 2.384 -2.264 -4.915
H 1.165 -3.437 -5.377
H 4.901 -4.634 -3.540
H 4.264 -3.001 -3.362
H 4.981 -3.470 -4.872
H 1.103 -4.675 -3.333
H 2.199 -3.512 -2.615
H 2.586 -5.235 -2.530
H 3.995 -7.745 -6.864
H 3.756 -6.939 -8.419
H 2.363 -7.352 -7.442
*
```

Values from the calculation:
<S²>: 2.010
Orbital gap (spin up / spin down), eV: 6.8 / 7.3
E, Ha: -2353.02231

***

# 3
Entry from the Open Molecules 2025 dataset: 10 unconnected molecules or ions with the total composition C28H59N7O8 (ωB97M-V/def2-TZVPD).

ORCA input file:
```
! RIJCOSX wB97M-V def2-TZVPD def2/J DEFGRID3
* xyz -1 2
C 16.874 -7.277 6.585
O 15.796 -6.792 6.881
N 17.239 -7.652 5.353
C 18.574 -8.277 5.021
C 16.372 -7.700 4.206
H 17.723 -7.291 7.286
H 18.962 -7.816 4.112
H 18.435 -9.321 4.740
H 19.447 -8.038 5.628
H 15.482 -7.070 4.215
H 16.833 -7.402 3.265
H 16.074 -8.730 4.012
C 28.390 -9.158 4.078
O 28.688 -8.079 4.590
N 27.190 -9.440 3.627
C 25.998 -8.572 3.797
C 26.837 -10.769 3.152
H 29.119 -9.948 3.841
H 25.959 -7.919 2.926
H 26.226 -8.063 4.734
H 25.058 -9.100 3.960
H 27.698 -11.093 2.568
H 26.580 -11.565 3.850
H 26.059 -10.811 2.390
C 21.985 -5.369 3.106
O 21.191 -5.728 4.014
N 22.478 -6.215 2.172
C 22.207 -7.692 2.170
C 23.512 -5.898 1.154
H 22.517 -4.405 3.083
H 21.362 -7.815 1.491
H 21.792 -8.060 3.108
H 23.073 -8.259 1.830
H 23.660 -4.819 1.099
H 24.544 -6.249 1.144
H 23.184 -6.284 0.189
C 20.816 -1.873 3.631
O 21.786 -1.386 3.090
N 20.648 -1.825 4.947
C 21.505 -0.994 5.819
C 19.632 -2.708 5.595
H 19.924 -2.278 3.128
H 21.525 -1.335 6.854
H 21.063 -0.008 5.963
H 22.473 -0.705 5.410
H 18.792 -2.080 5.894
H 19.179 -3.529 5.040
H 19.997 -3.268 6.456
C 25.059 -2.674 3.468
O 25.576 -3.168 2.460
N 24.835 -3.357 4.616
C 24.366 -2.729 5.752
C 25.055 -4.767 4.718
H 24.737 -1.622 3.473
H 25.001 -3.034 6.584
H 23.347 -2.978 6.048
H 24.459 -1.648 5.647
H 25.865 -4.932 5.429
H 24.234 -5.396 5.060
H 25.299 -5.062 3.697
C 20.021 -7.530 10.854
C 19.416 -8.681 9.940
O 20.060 -9.223 9.044
C 17.938 -9.018 10.209
H 19.362 -6.691 10.630
H 21.064 -7.258 10.690
H 19.840 -7.824 11.888
H 17.763 -10.036 9.859
H 17.263 -8.340 9.687
H 17.853 -8.906 11.290
C 22.000 -10.841 6.718
C 20.955 -11.661 6.174
O 20.898 -11.941 4.968
C 19.846 -12.053 7.159
H 21.823 -10.603 7.767
H 22.011 -9.829 6.312
H 23.048 -11.137 6.773
H 19.807 -13.132 7.304
H 18.859 -11.814 6.762
H 19.985 -11.711 8.185
C 27.886 -8.490 7.844
C 28.224 -6.987 8.099
O 29.132 -6.592 8.839
C 27.487 -6.016 7.315
H 27.141 -8.769 8.589
H 28.740 -9.146 8.010
H 27.496 -8.643 6.838
H 27.103 -5.304 8.045
H 26.700 -6.500 6.737
H 28.148 -5.595 6.557
C 21.545 -3.038 9.800
C 20.715 -4.073 9.109
N 20.085 -4.933 8.667
H 21.816 -3.262 10.832
H 21.126 -2.042 9.653
H 22.476 -3.060 9.234
C 21.829 -6.669 6.926
C 23.286 -6.901 6.928
N 24.406 -7.116 6.911
H 21.338 -7.244 6.140
H 21.578 -5.609 6.897
H 21.523 -7.086 7.885
*
```

Values from the calculation:
<S²>: 0.750
Orbital gap (spin up / spin down), eV: 1.8 / 8.9
E, Ha: -2087.35554

***

# 4
Entry from the Open Molecules 2025 dataset: 8 unconnected molecules or ions with the total composition C28H61BIN11O11 (ωB97M-V/def2-TZVPD).

ORCA input file:
```
! RIJCOSX wB97M-V def2-TZVPD def2/J DEFGRID3
* xyz 0 1
C 5.569 -2.271 -2.054
N 4.371 -2.774 -2.830
C 3.713 -3.793 -1.880
B 3.398 -1.668 -3.197
O 2.812 -1.643 -4.583
N 3.043 -0.623 -2.151
C 3.775 0.700 -2.221
I 5.272 1.503 -3.599
C 3.132 1.461 -0.911
C 3.660 2.969 -0.515
O 3.809 3.941 -1.421
O 4.016 3.171 0.927
N 2.102 0.550 -0.279
O 1.339 0.843 0.793
C 2.020 -0.774 -1.021
C 1.017 -2.010 -0.631
N 0.293 -2.580 -1.864
H 5.379 -2.190 -0.881
H 6.478 -3.037 -2.160
H 5.984 -1.232 -2.399
H 3.495 -3.287 -0.834
H 2.754 -4.295 -2.343
H 4.517 -4.643 -1.653
H 3.485 -2.051 -5.227
H 1.804 0.424 1.592
H 1.522 -2.874 -0.004
H 0.141 -1.594 0.065
H -0.054 -1.798 -2.479
H -0.543 -3.149 -1.539
C -0.500 1.012 4.158
C -0.243 -0.313 4.821
O -0.597 -1.375 4.315
N 0.404 -0.318 6.021
C 0.898 0.808 6.778
H -1.023 0.849 3.211
H -1.130 1.635 4.798
H 0.447 1.515 3.947
H 0.538 -1.248 6.401
H 1.975 0.679 6.912
H 0.411 0.798 7.756
H 0.704 1.761 6.283
C -1.314 5.831 3.493
C -0.506 4.563 3.464
O -1.032 3.457 3.361
N 0.851 4.661 3.556
C 1.657 5.852 3.683
H -2.377 5.587 3.410
H -1.153 6.357 4.437
H -1.039 6.470 2.649
H 1.320 3.764 3.530
H 2.345 5.886 2.835
H 2.232 5.774 4.608
H 1.056 6.762 3.702
C 4.224 -5.533 6.184
C 4.129 -4.081 5.804
O 5.126 -3.376 5.665
N 2.889 -3.546 5.611
C 1.605 -4.195 5.724
H 5.276 -5.810 6.301
H 3.714 -5.706 7.135
H 3.789 -6.156 5.397
H 2.911 -2.565 5.359
H 1.098 -4.111 4.760
H 1.023 -3.666 6.482
H 1.692 -5.247 6.000
C -1.458 -3.731 -5.818
C -2.093 -3.391 -4.498
O -1.425 -3.096 -3.510
N -3.454 -3.416 -4.412
C -4.412 -3.734 -5.445
H -0.370 -3.666 -5.726
H -1.720 -4.751 -6.109
H -1.782 -3.021 -6.584
H -3.802 -3.176 -3.492
H -5.067 -2.869 -5.576
H -5.006 -4.585 -5.105
H -3.935 -3.977 -6.395
C 3.099 6.470 0.207
C 2.661 7.857 0.589
O 2.706 8.258 1.750
N 2.203 8.681 -0.396
C 2.072 8.406 -1.807
H 3.437 5.936 1.101
H 2.262 5.918 -0.227
H 3.931 6.520 -0.500
H 1.928 9.596 -0.057
H 2.678 9.134 -2.351
H 1.023 8.537 -2.081
H 2.394 7.397 -2.066
C -4.192 -5.117 -9.326
C -3.628 -6.093 -8.331
O -2.772 -5.768 -7.511
N -4.092 -7.376 -8.352
C -5.085 -7.955 -9.226
H -3.722 -4.139 -9.182
H -3.980 -5.455 -10.344
H -5.269 -5.008 -9.175
H -3.663 -7.969 -7.652
H -5.897 -8.341 -8.605
H -4.620 -8.784 -9.764
H -5.483 -7.234 -9.941
C -7.336 4.653 3.158
C -5.907 4.898 3.557
O -5.437 6.031 3.636
N -5.122 3.818 3.837
C -5.477 2.420 3.804
H -7.830 5.611 2.968
H -7.373 4.059 2.241
H -7.869 4.144 3.965
H -4.175 4.068 4.097
H -5.309 2.004 4.801
H -4.817 1.920 3.091
H -6.516 2.260 3.513
*
```

Values from the calculation:
Orbital gap, eV: 7.1
E, Ha: -2855.77740

***

Question: E of number 1 (C28H59FO19P2S)?
Answer: -3712.63396 Ha

***

Question: Look up the E of the first one.
Answer: -3712.63396 Ha

***

Question: What is the E in the second record?
Answer: -2353.02231 Ha